Computed, not measured: an isolated molecule of C2H5NO2S2 in a non-equilibrium geometry, with ωB97M-V/def2-TZVPD.

Results
- Charge: 0
- Structure (SMILES): [H]/N=C/S(=O)(=O)SC
- Gap between HOMO and LUMO: 10.260 eV
- 2S+1: 1
- Lowest unoccupied orbital energy: 0.1 eV
- Energy relative to the best compared isomer or geometry (same formula, charge and spin): 52.8 kcal per mole
- HOMO: -10.165 eV

Each line ends with the Löwdin charge.
CARTESIAN COORDINATES (ANGSTROEM)
H: -0.28 -2.93 -1.24  0.11
N: -0.52 -1.88 -1.19  0.09
C: -1.28 -1.52 -0.27  -0.36
S: -1.84 0.09 0.18  0.46
O: -1.43 0.21 1.66  -0.40
O: -3.21 0.07 -0.18  -0.34
S: -0.79 1.55 -0.95  0.70
C: 0.60 1.59 0.28  -0.35
H: -1.63 -2.19 0.44  0.08
H: 0.80 2.64 0.38  0.03
H: 1.39 1.09 -0.05  -0.02
H: 0.22 1.14 1.18  0.01


Computed, not measured: a cluster of 2 separate species, C2H5NO2Se in total in a non-equilibrium geometry, with ωB97M-V/def2-TZVPD.

Results
- Charge: 0
- Gap between HOMO and LUMO: 9.738 eV
- 2S+1: 1
- Lowest unoccupied orbital energy: 0.4 eV
- Energy relative to the best compared isomer or geometry (same formula, charge and spin): 25.4 kcal per mole
- HOMO: -9.346 eV

Each line ends with the Löwdin charge.
CARTESIAN COORDINATES (ANGSTROEM)
C: -0.12 -1.60 -0.18  -0.62
C: 0.35 -0.21 -0.50  -0.65
N: -0.49 0.88 -0.07  -0.06
O: -0.70 -1.60 1.05  0.07
O: 0.09 -2.62 -0.77  0.11
Se: 2.21 -0.05 0.19  0.84
H: 0.73 -0.06 -1.88  0.20
H: -0.80 -0.69 1.43  0.11
H: -0.80 1.51 -0.88  0.12
H: -0.06 1.53 0.64  0.08
H: 2.03 -1.02 1.18  -0.19


Computed, not measured: a cluster of 2 separate species, C2H5NO3 in total in a non-equilibrium geometry, with ωB97M-V/def2-TZVPD.

Results
- Charge: 0
- Gap between HOMO and LUMO (spin up / spin down): 8.442 / 8.042 eV
- 2S+1: 1
- Lowest unoccupied orbital energy (spin up / spin down): -0.5 / -1.3 eV
- Energy relative to the best compared isomer or geometry (same formula, charge and spin): 150.5 kcal per mole
- HOMO (spin up / spin down): -8.975 / -9.305 eV

Each line ends with the Löwdin charge.
CARTESIAN COORDINATES (ANGSTROEM)
C: 0.29 0.54 0.97  0.12
C: 0.03 -0.63 -1.34  -0.15
N: 0.50 0.51 -1.99  -0.42
O: 1.69 0.79 -1.92  0.06
O: -0.36 1.16 -2.59  0.03
O: -1.24 -0.95 -1.55  0.08
H: 0.44 -0.34 1.56  0.00
H: -0.68 0.99 0.97  0.01
H: 1.13 1.15 0.70  0.01
H: 0.72 -1.37 -0.99  0.14
H: -1.62 -0.21 -2.08  0.13


Computed, not measured: a cluster of 2 separate species, C2H5NO3 in total in a non-equilibrium geometry, with ωB97M-V/def2-TZVPD.

Results
- Charge: 0
- Structure (SMILES): O=CNC=O.O
- Gap between HOMO and LUMO: 11.020 eV
- 2S+1: 1
- Lowest unoccupied orbital energy: 0.3 eV
- Energy relative to the best compared isomer or geometry (same formula, charge and spin): 28.9 kcal per mole
- HOMO: -10.718 eV

Each line ends with the Löwdin charge.
CARTESIAN COORDINATES (ANGSTROEM)
O: -1.16 2.75 1.02  0.10
C: -1.51 1.85 0.31  -0.29
N: -0.82 0.62 0.18  0.07
C: 0.46 0.64 -0.38  -0.32
O: 1.37 0.03 0.10  0.06
H: -2.40 2.02 -0.31  0.13
H: -0.81 0.06 1.04  0.14
H: 0.58 1.24 -1.29  0.14
O: 1.63 -2.97 -0.55  -0.06
H: 1.32 -3.84 -0.27  0.04
H: 1.34 -2.41 0.15  -0.01


Computed, not measured: an isolated molecule of C2H5NO3 in a non-equilibrium geometry, with ωB97M-V/def2-TZVPD.

Results
- Charge: 0
- Gap between HOMO and LUMO (spin up / spin down): 5.621 / 7.284 eV
- 2S+1: 3
- Lowest unoccupied orbital energy (spin up / spin down): 0.8 / -3.1 eV
- Energy relative to the best compared isomer or geometry (same formula, charge and spin): 23.3 kcal per mole
- Expectation value of S²: 2.007
- HOMO (spin up / spin down): -4.832 / -10.429 eV

Each line ends with the Mulliken spin population.
CARTESIAN COORDINATES (ANGSTROEM)
C: -0.84 0.05 -0.42  0.14
C: 0.67 -0.39 -0.14  0.65
N: 1.58 0.61 0.09  0.19
O: -1.14 1.11 0.34  0.11
O: -1.66 -1.10 -0.09  0.02
O: 0.88 -1.53 0.06  0.86
H: -1.23 0.32 -1.37  0.06
H: -0.91 0.81 1.24  -0.02
H: 1.20 1.53 -0.17  0.00
H: 2.58 0.43 0.37  -0.01
H: -1.11 -1.85 0.10  0.00


Computed, not measured: a structure of composition C2H5NO3S in a non-equilibrium geometry, with ωB97M-V/def2-TZVPD.

Results
- Charge: 0
- Gap between HOMO and LUMO: 9.893 eV
- 2S+1: 1
- Lowest unoccupied orbital energy: 0.6 eV
- Energy relative to the best compared isomer or geometry (same formula, charge and spin): 53.9 kcal per mole
- HOMO: -9.267 eV

Each line ends with the Löwdin charge.
CARTESIAN COORDINATES (ANGSTROEM)
C: 0.03 -0.49 0.22  -0.49
C: -1.71 0.44 0.28  -0.70
N: 0.86 0.62 0.45  0.08
O: -0.18 -0.92 -1.08  -0.02
O: 0.77 -1.64 0.87  -0.02
O: -1.68 1.62 0.27  0.02
S: -3.01 -0.65 0.08  0.88
H: 0.45 1.51 0.17  0.07
H: 1.79 0.53 0.04  0.10
H: 1.05 -1.34 1.74  0.08
H: 0.47 -1.61 -1.30  0.11
H: -3.95 0.29 -0.11  -0.10


Computed, not measured: a cluster of 2 separate species, C2H5NO4 in total in a non-equilibrium geometry, with ωB97M-V/def2-TZVPD.

Results
- Charge: 0
- Structure (SMILES): CC(=O)O.O=NO
- Gap between HOMO and LUMO: 10.715 eV
- 2S+1: 1
- Lowest unoccupied orbital energy: 0.0 eV
- Energy relative to the best compared isomer or geometry (same formula, charge and spin): 108.4 kcal per mole
- HOMO: -10.696 eV

Each line ends with the Löwdin charge.
CARTESIAN COORDINATES (ANGSTROEM)
C: -0.25 0.68 1.44  0.00
C: -0.45 -0.76 1.00  -0.57
O: -0.18 -1.78 1.54  0.12
O: -1.24 -0.76 -0.15  0.04
H: 0.08 1.13 0.57  0.02
H: -1.25 1.17 1.68  0.11
H: 0.47 0.74 2.37  0.14
H: -1.08 -1.66 -0.45  0.10
O: 0.37 0.69 -3.16  0.04
N: 0.53 -0.20 -2.38  -0.13
O: 1.35 -0.11 -1.30  -0.01
H: 1.64 0.85 -1.15  0.14


Computed, not measured: a structure of composition C2H5NO4S in a non-equilibrium geometry, with ωB97M-V/def2-TZVPD.

Results
- Charge: 0
- Gap between HOMO and LUMO: 10.962 eV
- 2S+1: 1
- Lowest unoccupied orbital energy: 0.2 eV
- Energy relative to the best compared isomer or geometry (same formula, charge and spin): 0.0 kcal per mole
- HOMO: -10.791 eV

Each line ends with the Löwdin charge.
CARTESIAN COORDINATES (ANGSTROEM)
C: 0.30 0.31 -0.32  -0.53
C: -0.34 1.62 -0.61  0.04
N: 0.27 -0.65 -1.21  0.22
O: 0.44 -1.04 2.88  -0.22
O: 0.61 -2.30 0.79  -0.28
O: -1.14 -0.64 1.03  -0.27
O: 1.06 0.19 0.71  -0.05
S: 0.13 -1.15 1.51  0.54
H: -1.10 1.79 0.16  0.11
H: -0.80 1.64 -1.59  0.09
H: 0.40 2.42 -0.52  0.11
H: -0.38 -0.63 -1.98  0.14
H: 0.56 -1.57 -0.84  0.10


Computed, not measured: an isolated molecule of C2H5NOS in a non-equilibrium geometry, with ωB97M-V/def2-TZVPD.

Results
- Charge: 0
- Structure (SMILES): OC/C=N\S
- Gap between HOMO and LUMO: 9.731 eV
- 2S+1: 1
- Lowest unoccupied orbital energy: 0.7 eV
- Energy relative to the best compared isomer or geometry (same formula, charge and spin): 52.1 kcal per mole
- HOMO: -9.041 eV

Each line ends with the Löwdin charge.
CARTESIAN COORDINATES (ANGSTROEM)
O: 1.45 -1.13 -0.18  -0.06
C: 1.67 0.11 0.29  -0.31
C: 0.58 1.16 -0.05  -0.24
N: -0.66 0.99 -0.25  -0.39
S: -1.66 -0.36 0.08  0.73
H: 1.55 -1.20 -1.12  0.10
H: 2.68 0.59 0.09  0.14
H: 1.65 0.00 1.34  0.10
H: 1.04 2.19 -0.15  0.11
H: -0.79 -1.31 0.32  -0.18


Computed, not measured: an isolated molecule of C2H5NOS in a non-equilibrium geometry, with ωB97M-V/def2-TZVPD.

Results
- Charge: 0
- Structure (SMILES): CONC=S
- Gap between HOMO and LUMO: 9.358 eV
- 2S+1: 1
- Lowest unoccupied orbital energy: 0.8 eV
- Energy relative to the best compared isomer or geometry (same formula, charge and spin): 67.3 kcal per mole
- HOMO: -8.604 eV

Each line ends with the Löwdin charge.
CARTESIAN COORDINATES (ANGSTROEM)
C: -1.28 -0.87 0.13  -0.09
O: -0.55 -0.11 -0.84  -0.19
N: 0.29 0.85 -0.21  -0.08
C: 1.62 0.65 0.00  -0.73
S: 2.44 -0.72 -0.26  0.63
H: -0.51 -1.39 0.70  0.08
H: -1.95 -0.23 0.73  0.09
H: -1.94 -1.54 -0.44  0.10
H: -0.09 1.77 -0.24  0.13
H: 1.97 1.59 0.43  0.07


Computed, not measured: a cluster of 2 separate species, C2H5NOS2 in total in a non-equilibrium geometry, with ωB97M-V/def2-TZVPD.

Results
- Charge: 0
- Gap between HOMO and LUMO: 7.794 eV
- 2S+1: 1
- Lowest unoccupied orbital energy: -1.3 eV
- Energy relative to the best compared isomer or geometry (same formula, charge and spin): 134.2 kcal per mole
- HOMO: -9.128 eV

Each line ends with the Löwdin charge.
CARTESIAN COORDINATES (ANGSTROEM)
C: 2.46 0.47 0.16  -0.45
C: -0.24 -0.17 -0.18  -1.16
H: 3.54 0.25 0.06  0.07
H: 2.36 1.03 -0.69  0.00
H: 2.34 1.01 1.05  0.02
H: -1.28 -2.04 0.80  0.33
H: -2.53 0.45 0.68  0.09
N: -1.30 -0.96 -0.40  -0.11
O: -2.70 -0.56 0.24  -0.23
S: 1.40 -0.94 0.00  0.83
S: -0.59 1.49 -0.06  0.63


Computed, not measured: a cluster of 2 separate species, C2H5NOS4 in total in a non-equilibrium geometry, with ωB97M-V/def2-TZVPD.

Results
- Charge: 0
- Gap between HOMO and LUMO: 7.855 eV
- 2S+1: 1
- Lowest unoccupied orbital energy: -0.3 eV
- HOMO: -8.161 eV

Each line ends with the Löwdin charge.
CARTESIAN COORDINATES (ANGSTROEM)
C: -0.90 -0.14 -0.57  -0.52
C: 1.23 -0.08 -0.11  -1.47
N: -1.59 0.45 0.36  -0.31
O: -1.11 -0.53 -1.68  0.03
S: 1.74 1.05 -1.38  0.65
S: 1.55 0.65 1.44  0.63
S: 1.82 -1.86 -0.17  0.63
S: -3.29 1.02 0.17  0.79
H: -1.22 0.72 1.33  0.10
H: 0.83 0.55 -2.32  -0.08
H: 1.66 -0.49 2.18  -0.11
H: 3.07 -1.41 -0.12  -0.15
H: -3.79 0.07 0.87  -0.19


Computed, not measured: a cluster of 2 separate species, C2H5NS in total in a non-equilibrium geometry, with ωB97M-V/def2-TZVPD.

Results
- Charge: 0
- Structure (SMILES): C#C.NS
- Gap between HOMO and LUMO: 9.901 eV
- 2S+1: 1
- Lowest unoccupied orbital energy: 0.6 eV
- Energy relative to the best compared isomer or geometry (same formula, charge and spin): 72.9 kcal per mole
- HOMO: -9.276 eV

Each line ends with the Löwdin charge.
CARTESIAN COORDINATES (ANGSTROEM)
C: -3.61 0.46 -0.10  0.00
C: -2.42 0.75 -0.09  0.00
H: -4.58 0.10 -0.30  0.00
H: -1.45 1.13 0.07  -0.02
N: 2.50 -0.76 0.14  -0.38
S: 1.89 0.90 0.04  0.64
H: 3.19 -0.80 -0.65  0.03
H: 1.73 -1.36 0.08  -0.03
H: 2.67 1.41 0.87  -0.24


Computed, not measured: a structure of composition C2H5NS2 in a non-equilibrium geometry, with ωB97M-V/def2-TZVPD.

Results
- Charge: 0
- Gap between HOMO and LUMO: 8.287 eV
- 2S+1: 1
- Lowest unoccupied orbital energy: 0.0 eV
- Energy relative to the best compared isomer or geometry (same formula, charge and spin): 118.7 kcal per mole
- HOMO: -8.323 eV

Each line ends with the Löwdin charge.
CARTESIAN COORDINATES (ANGSTROEM)
C: 0.83 1.29 0.12  -0.50
C: -1.27 -0.96 0.01  -0.74
H: 0.31 1.00 1.51  0.18
H: -0.20 1.88 -0.61  0.06
H: 1.90 1.74 0.15  -0.01
H: 0.64 -2.04 0.15  0.16
H: -1.60 -1.92 0.29  0.05
N: 0.04 -1.10 -0.17  -0.53
S: 1.38 -0.25 -0.80  0.77
S: -2.05 0.37 -0.66  0.55


Computed, not measured: an isolated molecule of C2H5NS2 in a non-equilibrium geometry, with ωB97M-V/def2-TZVPD.

Results
- Charge: 0
- Structure (SMILES): CN1S[C@@H]1S
- Gap between HOMO and LUMO: 9.309 eV
- 2S+1: 1
- Lowest unoccupied orbital energy: 0.6 eV
- Energy relative to the best compared isomer or geometry (same formula, charge and spin): 61.5 kcal per mole
- HOMO: -8.665 eV

Each line ends with the Löwdin charge.
CARTESIAN COORDINATES (ANGSTROEM)
C: 1.46 0.11 0.19  -0.18
N: 0.04 0.13 0.48  -0.54
S: -0.70 1.62 0.03  0.81
C: -0.91 -0.08 -0.50  -1.04
S: -2.28 -1.01 0.08  0.74
H: 1.79 1.08 0.59  0.08
H: 1.86 -0.93 0.36  0.10
H: 1.76 0.10 -0.91  0.09
H: -0.71 -0.35 -1.63  0.12
H: -2.30 -0.68 1.31  -0.17


Computed, not measured: a cluster of 2 separate species, C2H5NS2 in total in a non-equilibrium geometry, with ωB97M-V/def2-TZVPD.

Results
- Charge: 0
- Structure (SMILES): S=CS.C=N
- Gap between HOMO and LUMO: 8.319 eV
- 2S+1: 1
- Lowest unoccupied orbital energy: -0.1 eV
- Energy relative to the best compared isomer or geometry (same formula, charge and spin): 53.6 kcal per mole
- HOMO: -8.393 eV

Each line ends with the Löwdin charge.
CARTESIAN COORDINATES (ANGSTROEM)
S: 1.76 1.65 -0.28  0.59
C: 1.31 1.58 1.26  -1.06
S: -0.39 1.16 1.69  0.62
H: 1.93 1.80 2.08  -0.03
H: -0.61 0.27 0.66  -0.19
C: -1.09 -1.60 -0.89  -0.08
N: -0.33 -0.59 -0.96  -0.05
H: -1.21 -1.85 0.15  0.06
H: -1.31 -2.15 -1.79  0.07
H: -0.07 -0.27 -1.91  0.06


Computed, not measured: a structure of composition C2H5NS2 in a non-equilibrium geometry, with ωB97M-V/def2-TZVPD.

Results
- Charge: 0
- Gap between HOMO and LUMO: 8.545 eV
- 2S+1: 1
- Lowest unoccupied orbital energy: 0.3 eV
- Energy relative to the best compared isomer or geometry (same formula, charge and spin): 59.0 kcal per mole
- HOMO: -8.290 eV

Each line ends with the Löwdin charge.
CARTESIAN COORDINATES (ANGSTROEM)
C: 2.18 -0.63 -0.25  -1.20
C: -2.05 0.50 0.25  -0.02
N: -0.86 0.39 -0.05  -0.01
S: 1.20 -1.74 -0.96  0.53
S: 1.76 0.62 0.77  0.69
H: 3.32 -0.59 -0.36  0.02
H: -2.17 0.86 1.25  0.07
H: -2.98 0.12 -0.23  0.10
H: -0.77 0.03 -0.93  0.00
H: 0.38 0.44 0.51  -0.19


Computed, not measured: an isolated molecule of C2H5NS2 in a non-equilibrium geometry, with ωB97M-V/def2-TZVPD.

Results
- Charge: 0
- Structure (SMILES): CC=S(=N)=S
- Gap between HOMO and LUMO (spin up / spin down): 7.689 / 7.692 eV
- 2S+1: 1
- Lowest unoccupied orbital energy (spin up / spin down): -1.0 / -1.0 eV
- Energy relative to the best compared isomer or geometry (same formula, charge and spin): 93.1 kcal per mole
- HOMO (spin up / spin down): -8.692 / -8.695 eV

Each line ends with the Löwdin charge.
CARTESIAN COORDINATES (ANGSTROEM)
C: -1.40 -0.59 0.52  -0.20
C: -0.33 -0.33 -0.48  -0.39
S: 1.02 0.61 -0.08  0.45
N: 1.98 0.65 -1.27  -0.37
S: 1.78 1.05 1.81  0.12
H: -2.21 0.16 0.52  0.07
H: -1.33 -0.70 1.62  0.08
H: -1.96 -1.52 0.12  0.10
H: -0.42 -0.54 -1.58  0.10
H: 2.87 1.22 -1.17  0.04


Computed, not measured: a cluster of 2 separate species, C2H5O2 in total in a non-equilibrium geometry, with ωB97M-V/def2-TZVPD.

Results
- Charge: -1
- Gap between HOMO and LUMO: 5.920 eV
- 2S+1: 1
- Lowest unoccupied orbital energy: 3.8 eV
- Energy relative to the best compared isomer or geometry (same formula, charge and spin): 78.9 kcal per mole
- HOMO: -2.157 eV

Each line ends with the Löwdin charge.
CARTESIAN COORDINATES (ANGSTROEM)
O: 2.93 0.53 -0.23  -0.70
H: 2.84 1.54 -0.39  -0.18
C: 0.06 -0.35 0.07  0.01
C: -1.25 -0.74 -0.01  -0.27
O: -2.30 0.09 0.37  -0.09
H: 0.76 -0.82 -0.38  -0.04
H: 0.27 0.61 0.57  0.07
H: -1.48 -1.82 -0.34  0.11
H: -1.82 0.97 0.33  0.10


Computed, not measured: a cluster of 2 separate species, C2H5O2 in total in a non-equilibrium geometry, with ωB97M-V/def2-TZVPD.

Results
- Charge: -1
- Gap between HOMO and LUMO: 5.166 eV
- 2S+1: 1
- Lowest unoccupied orbital energy: 4.3 eV
- Energy relative to the best compared isomer or geometry (same formula, charge and spin): 112.0 kcal per mole
- HOMO: -0.867 eV

Each line ends with the Löwdin charge.
CARTESIAN COORDINATES (ANGSTROEM)
O: 0.74 -2.59 -1.36  -0.13
H: 0.43 -2.47 -0.45  0.03
C: -0.25 0.20 1.45  -0.06
C: 0.12 1.21 0.78  -0.49
O: -0.63 1.80 -0.29  -0.17
H: 0.25 -2.07 -2.07  0.06
H: -0.42 -0.53 2.04  -0.18
H: 1.00 1.64 0.82  -0.02
H: -1.40 1.36 -0.49  -0.03


| no. | total energy (eV) |
| --- | --- |
| 1 | -29408.235 |
| 2 | -73084.715 |
| 3 | -9781.661 |
| 4 | -9786.937 |
| 5 | -9782.026 |
| 6 | -20621.198 |
| 7 | -11832.090 |
| 8 | -22669.735 |
| 9 | -16526.121 |
| 10 | -16525.463 |
| 11 | -27357.237 |
| 12 | -49030.975 |
| 13 | -14477.177 |
| 14 | -25310.681 |
| 15 | -25313.160 |
| 16 | -25313.503 |
| 17 | -25313.269 |
| 18 | -25311.788 |
| 19 | -6247.716 |
| 20 | -6246.283 |